DFT (ωB97M-V/def2-TZVPD) results for 2 unconnected molecules or ions with the total composition C5H13NO.

The geometry in ORCA input format:
```
! wB97M-V def2-TZVPD RIJCOSX def2/J DEFGRID3
* xyz 0 1
C 2.5522 0.8172 0.4057
C 1.4740 1.1869 1.3578
O 1.1646 2.3069 1.7324
N 0.9364 0.1653 2.1108
H 2.2808 0.0002 -0.2783
H 3.3913 0.3313 0.8989
H 0.3544 0.4230 2.8920
H 0.9338 -0.8132 1.8850
H 2.9485 1.6378 -0.1866
C -1.2051 -0.6659 -0.3977
C -1.4547 -1.8447 -1.3541
C -1.6209 0.7156 -1.0286
H -1.8308 -0.7800 0.4855
H -0.2138 -0.5119 0.0100
H -0.8342 -1.7120 -2.2466
H -2.4179 -1.6058 -1.8372
H -2.0488 1.2611 -0.1809
H -0.7159 1.2327 -1.3546
H -1.4148 -2.8587 -1.0115
H -2.2790 0.7140 -1.9021
*
```

Values from the calculation:
Energy relative to the best compared isomer or geometry (same formula, charge and spin) (kcal/mol): 16.2
LUMO (eV): 0.82
Molar mass (g mol⁻¹): 103.2
Frontier orbital gap (Eh): 0.394
SMILES: CC(N)=O.CCC

DFT (ωB97M-V/def2-TZVPD) results for a gas-phase ion, C7H15Cl2N2 (charge +1).

The geometry in ORCA input format:
```
! wB97M-V def2-TZVPD RIJCOSX def2/J DEFGRID3
* xyz 1 1
C -0.7019 1.0223 1.6045
C 0.1337 1.6900 0.5723
C -1.2386 -1.1922 0.8168
C 0.6006 -0.7312 -0.6425
C 0.2174 -0.6860 -2.0937
C 1.6432 -1.7466 -0.3777
C -2.8963 0.6099 0.5715
N -1.7320 0.0447 1.2297
N 1.0440 0.6791 -0.1377
Cl -2.2874 -2.1894 0.0370
Cl -2.7555 1.1813 -1.1192
H -0.0646 0.4565 2.3785
H -1.1380 1.8723 2.1788
H -0.5533 2.1366 -0.2397
H 0.8109 2.5331 0.9132
H -0.5690 -1.7500 1.5177
H -0.8490 -0.3992 -2.3382
H 0.4858 -1.5484 -2.6917
H 0.8712 0.1688 -2.6095
H 2.6518 -1.4474 -0.9235
H 1.1910 -2.6034 -0.8495
H 1.9475 -2.1538 0.5814
H -3.1705 1.4741 1.1176
H -3.5844 -0.1308 0.4856
H 1.5149 1.0339 -0.9339
H 1.7917 0.4385 0.4977
*
```

Values from the calculation:
LUMO (alpha / beta) (eV): -3.49 / -3.49
Molar mass (g mol⁻¹): 198.1
Frontier orbital gap (alpha / beta) (Eh): 0.303 / 0.303

DFT (ωB97M-V/def2-TZVPD) results for C4H8O2 in the gas phase.

The geometry in ORCA input format:
```
! wB97M-V def2-TZVPD RIJCOSX def2/J DEFGRID3
* xyz 0 1
C -1.4863 0.5452 0.2420
C -0.0194 0.8137 -0.0712
O 0.7741 0.7440 1.1264
C 1.3154 -0.5327 0.7432
C 0.7979 -0.3416 -0.6875
O 0.1219 -1.3927 -1.3169
H -1.6422 -0.4504 0.6745
H -1.8134 1.2778 0.9862
H -2.1397 0.6596 -0.6319
H 0.0869 1.7824 -0.5742
H 0.8294 -1.3673 1.2658
H 2.3991 -0.5832 0.8938
H 1.5922 0.0165 -1.3515
H -0.8158 -1.1711 -1.2987
*
```

Values from the calculation:
Energy relative to the best compared isomer or geometry (same formula, charge and spin) (kcal/mol): 44.5
LUMO (eV): 0.90
Molar mass (g mol⁻¹): 88.1
Frontier orbital gap (Eh): 0.393
SMILES: C[C@H]1OC[C@H]1O

DFT (ωB97M-V/def2-TZVPD) results for C18H17F3N4O2S in the gas phase.

The geometry in ORCA input format:
```
! wB97M-V def2-TZVPD RIJCOSX def2/J DEFGRID3
* xyz 0 1
C 4.1188 2.1792 1.8416
H 5.0275 2.2287 1.2455
C 2.9619 1.6375 1.0108
H 2.7749 2.3085 0.1712
C 3.2665 0.2302 0.4972
N 2.1554 -0.3102 -0.2661
C 1.9320 0.3994 -1.5121
C 0.8293 1.4475 -1.4048
O 0.7307 2.3929 -2.1505
N -0.0403 1.1364 -0.4005
C -1.3159 1.6126 -0.1867
C -1.8385 2.7421 -0.8163
C -3.1417 3.1373 -0.5874
C -3.9499 2.4164 0.2735
C -3.4574 1.2875 0.9196
C -2.1475 0.9035 0.6875
F -1.6631 -0.2033 1.2989
F -4.2342 0.5662 1.7408
F -5.2198 2.7990 0.4845
H -3.5487 4.0073 -1.0763
H -1.2082 3.2885 -1.4978
H 0.2542 0.3137 0.1235
H 2.8432 0.8777 -1.8953
H 1.5723 -0.2993 -2.2734
C 2.1415 -1.7612 -0.3938
C 0.7260 -2.2793 -0.3020
C 0.3640 -3.2535 0.5820
C -0.9902 -3.7049 0.7064
O -1.4342 -4.5702 1.4248
N -1.8714 -2.9845 -0.1560
C -1.4033 -2.0420 -1.0151
N -0.1654 -1.6852 -1.1337
S -2.7032 -1.3333 -1.9279
C -3.8407 -2.3438 -1.0778
C -3.2357 -3.1456 -0.1920
H -3.6806 -3.8653 0.4703
H -4.8856 -2.2692 -1.2960
H 1.0848 -3.7188 1.2336
H 2.7215 -2.2035 0.4170
H 2.5830 -2.0956 -1.3457
H 4.1944 0.2549 -0.1005
H 3.4383 -0.4205 1.3578
H 2.0567 1.6034 1.6194
H 3.8908 3.1791 2.2012
H 4.3075 1.5394 2.7009
*
```

Values from the calculation:
LUMO (eV): 0.24
Molar mass (g mol⁻¹): 410.4
Frontier orbital gap (Eh): 0.319
SMILES: CCCN(CC(=O)Nc1ccc(F)c(F)c1F)Cc1cc(=O)n2ccsc2n1

DFT (ωB97M-V/def2-TZVPD) results for a molecular structure, C20H19IN2Zn.

The geometry in ORCA input format:
```
! wB97M-V def2-TZVPD RIJCOSX def2/J DEFGRID3
* xyz 0 1
C 3.5097 4.1217 -0.1408
C 4.6885 3.2338 -0.5079
H 3.2025 4.7335 -0.9907
H 3.7795 4.8082 0.6647
H 2.6396 3.5438 0.1851
H 4.4032 2.4418 -1.2007
H 5.4767 3.8187 -0.9847
H 5.1235 2.7664 0.3765
C -2.8446 0.9865 -1.9069
C -4.0412 0.9385 -2.6231
C -4.2902 -0.1575 -3.4545
C -3.3260 -1.1602 -3.5762
H -2.5766 1.8350 -1.2739
H -4.7613 1.7502 -2.5146
H -5.2262 -0.2469 -4.0002
H -3.4624 -2.0358 -4.2105
N -1.9460 -0.0232 -1.9630
C -2.1481 -1.0638 -2.8208
C -1.0627 -2.0562 -2.8740
N 0.0037 -1.7995 -2.0556
C 1.0845 -2.6171 -2.0916
C -0.0211 -4.0824 -3.6616
C 1.0934 -3.7783 -2.8689
H 1.9440 -2.3153 -1.4807
H 1.9662 -4.4334 -2.8349
C -1.1031 -3.2020 -3.6846
H -1.9977 -3.3810 -4.2783
H -0.0626 -4.9986 -4.2474
Zn -0.2931 -0.2481 -0.7798
I 0.1369 2.3975 0.2665
C -0.0235 0.3866 1.0603
C 0.0128 -0.0168 2.2478
C -0.0299 -0.1110 3.6567
C -1.1052 0.4739 4.3710
C -1.0366 0.6039 5.7565
C 0.0591 0.0888 6.4612
C 1.0906 -0.5699 5.7715
C 1.0457 -0.6769 4.3830
H -1.9681 0.8576 3.8201
H -1.8293 1.1187 6.2983
H 0.1052 0.2066 7.5412
H 1.9356 -0.9820 6.3288
H 1.8546 -1.1557 3.8365
*
```

Values from the calculation:
LUMO (eV): -1.65
Molar mass (g mol⁻¹): 479.7
Frontier orbital gap (Eh): 0.107